Run P
The following is a DFT calculation (ωB97M-V/def2-TZVPD) of a single C2H5N3O2 molecule.

Properties
- SMILES: NC(N)=NC(=O)O

Last column: Löwdin charge in e.
Element x y z (Å)
C1 0.857 -1.288 0.727  -0.618
C2 0.130 0.621 -0.338  -0.527
N1 -1.010 0.143 -0.885  0.160
N2 0.347 1.908 -0.698  0.134
O1 -0.409 -1.658 1.029  0.064
N3 0.998 0.023 0.400  0.173
O2 1.753 -2.109 0.839  0.073
H1 -0.256 -2.585 1.306  0.136
H2 -1.738 0.812 -1.085  0.105
H3 -1.360 -0.692 -0.421  0.092
H4 1.142 2.301 -0.203  0.110
H5 -0.453 2.523 -0.671  0.099



Run Q
The following is a DFT calculation (ωB97M-V/def2-TZVPD) of a 2-piece molecular cluster, C2H5N3O2 overall.

Last column: Löwdin charge in e.
Element x y z (Å)
C1 0.049 -0.075 -0.462  -0.614
C2 -3.035 -0.268 1.359  0.004
N1 0.131 -1.193 -1.329  0.169
N2 -0.935 2.075 -0.176  0.030
N3 -0.914 0.838 -0.831  -0.045
O1 0.674 0.015 0.567  0.051
O2 -2.264 -1.084 1.240  0.021
H1 -0.633 -1.396 -1.785  0.011
H2 0.508 -1.937 -0.766  0.104
H3 -1.732 2.197 0.437  0.066
H4 -0.056 2.237 0.273  0.072
H5 -1.037 0.887 -1.832  0.130



Run R
The following is a DFT calculation (ωB97M-V/def2-TZVPD) of a 2-piece molecular cluster, C2H5N3O2 overall.

Last column: Löwdin charge in e.
Element x y z (Å)
C1 2.692 -1.545 -0.122  0.112
C2 2.092 -0.508 -0.199  -0.211
N1 -2.978 -0.246 -0.115  -0.050
N2 1.523 0.703 -0.289  0.000
N3 0.542 1.122 0.604  -0.142
O1 -1.808 -0.414 0.408  -0.154
O2 -0.635 1.331 0.191  -0.076
H1 3.191 -2.463 -0.063  0.010
H2 -2.994 -0.148 -1.129  0.100
H3 -3.595 0.388 0.391  0.100
H4 1.294 0.995 -1.234  0.148
H5 0.677 0.783 1.558  0.163



Run S
The following is a DFT calculation (ωB97M-V/def2-TZVPD) of a 2-piece molecular cluster, C2H5N3O2 overall.

Last column: Löwdin charge in e.
Element x y z (Å)
C1 0.191 1.381 -1.000  -0.198
C2 -1.225 1.020 -0.793  -0.230
N1 0.836 -1.102 1.445  0.019
N2 -0.360 1.156 0.306  0.082
N3 0.058 -1.053 0.546  -0.199
O1 -0.576 -1.622 -0.291  0.060
O2 1.335 -2.367 1.821  -0.015
H1 0.861 0.638 -1.415  0.097
H2 0.479 2.401 -1.224  0.097
H3 -2.031 1.732 -0.898  0.105
H4 -1.514 -0.009 -1.043  0.089
H5 1.946 -2.176 2.545  0.093



Relative energy table, unit hartree: run P 0.0000; run Q 0.0589; run R 0.3385; run S 0.3215



Run P
The following is a DFT calculation (ωB97M-V/def2-TZVPD) of a single C19H24N2O5 molecule.

Properties
- SMILES: COc1cc(C(=O)NC[C@H]2CCCO2)ccc1OCc1c(C)noc1C

Last column: Löwdin charge in e.
Element x y z (Å)
C1 0.136 0.010 3.272  -0.062
H1 0.914 0.704 2.940  0.105
O1 0.151 -1.177 2.514  -0.071
C2 -0.006 -1.088 1.171  -0.190
C3 -0.304 0.080 0.483  0.060
C4 -0.466 0.079 -0.900  -0.133
C5 -0.308 -1.101 -1.614  -0.036
C6 0.007 -2.268 -0.940  0.002
C7 0.153 -2.280 0.437  -0.208
O2 0.458 -3.457 1.088  -0.035
C8 1.854 -3.742 1.125  -0.112
C9 2.615 -2.728 1.912  -0.116
C10 2.690 -2.619 3.277  -0.271
O3 3.397 -1.526 3.591  0.011
N1 3.784 -0.895 2.453  0.106
C11 3.325 -1.585 1.442  -0.299
C12 3.561 -1.163 0.039  -0.002
H2 4.033 -1.968 -0.523  0.086
H3 2.617 -0.914 -0.444  0.073
H4 4.206 -0.290 0.032  0.085
C13 2.127 -3.453 4.363  0.018
H5 2.416 -3.042 5.326  0.089
H6 2.488 -4.477 4.282  0.090
H7 1.041 -3.466 4.281  0.093
H8 2.253 -3.798 0.102  0.130
H9 1.923 -4.725 1.597  0.134
H10 0.147 -3.192 -1.480  0.125
H11 -0.387 -1.117 -2.691  0.110
C14 -0.769 1.390 -1.545  -0.452
O4 -0.403 2.449 -1.068  0.066
N2 -1.476 1.312 -2.699  0.077
H12 -1.868 0.427 -2.975  0.133
C15 -1.885 2.478 -3.440  -0.115
H13 -1.756 2.297 -4.510  0.130
H14 -1.236 3.301 -3.134  0.127
C16 -3.361 2.851 -3.184  -0.320
C17 -3.552 3.554 -1.837  -0.121
H15 -4.556 3.369 -1.452  0.118
C18 -3.387 5.022 -2.221  -0.149
H16 -2.330 5.286 -2.254  0.112
C19 -3.992 5.049 -3.625  -0.192
H17 -5.070 5.257 -3.583  0.119
O5 -3.803 3.756 -4.182  -0.104
H18 -3.520 5.783 -4.283  0.119
H19 -3.897 5.700 -1.541  0.111
H20 -2.820 3.227 -1.103  0.104
H21 -3.969 1.939 -3.267  0.146
H22 -0.407 1.023 0.994  0.118
H23 -0.840 0.502 3.227  0.098
H24 0.341 -0.295 4.297  0.096



Run Q
The following is a DFT calculation (ωB97M-V/def2-TZVPD) of a single C19H24N2O5 molecule.

Properties
- SMILES: Cn1cccc1C(=O)NC(=O)COC(=O)[C@@]12C[C@@H]3C[C@@H](C[C@@](O)(C3)C1)C2

Last column: Löwdin charge in e.
Element x y z (Å)
C1 1.713 -5.011 0.650  -0.016
N1 1.178 -4.748 1.956  -0.096
C2 1.105 -5.637 2.959  -0.074
C3 0.524 -5.040 4.059  -0.063
C4 0.217 -3.732 3.697  -0.017
C5 0.622 -3.562 2.376  -0.159
C6 0.647 -2.380 1.559  -0.360
O1 1.364 -2.199 0.592  0.082
N2 -0.189 -1.307 1.939  0.191
C7 -1.477 -1.313 2.394  -0.424
O2 -2.064 -2.249 2.866  0.103
C8 -2.144 0.065 2.251  -0.048
H1 -2.138 0.564 3.222  0.146
H2 -3.177 -0.091 1.922  0.138
O3 -1.458 0.910 1.341  -0.016
C9 -1.871 0.892 0.054  -0.423
O4 -2.844 0.291 -0.311  0.146
C10 -0.940 1.664 -0.860  -0.329
C11 -1.780 2.460 -1.868  -0.073
C12 -0.857 3.159 -2.863  -0.279
C13 0.074 4.111 -2.111  -0.074
H3 -0.512 4.867 -1.579  0.127
C14 0.922 3.317 -1.111  -0.505
C15 -0.004 2.610 -0.110  -0.037
H4 0.611 2.063 0.608  0.134
H5 -0.586 3.351 0.445  0.139
C16 1.745 2.269 -1.862  -0.067
C17 0.810 1.324 -2.614  -0.272
C18 -0.108 0.614 -1.621  -0.062
H6 0.491 0.023 -0.924  0.119
H7 -0.781 -0.066 -2.147  0.138
C19 -0.029 2.118 -3.614  -0.112
H8 -0.690 1.445 -4.162  0.123
H9 0.623 2.612 -4.336  0.122
H10 1.405 0.575 -3.145  0.146
H11 2.358 1.719 -1.147  0.133
H12 2.417 2.779 -2.554  0.131
O5 1.840 4.158 -0.435  0.007
H13 1.348 4.846 0.028  0.098
H14 0.735 4.628 -2.809  0.130
H15 -1.462 3.731 -3.574  0.143
H16 -2.458 1.780 -2.386  0.130
H17 -2.388 3.196 -1.337  0.135
H18 0.081 -0.445 1.470  0.136
H19 -0.237 -2.989 4.318  0.107
H20 0.344 -5.502 5.009  0.095
H21 1.465 -6.641 2.840  0.120
H22 2.566 -4.361 0.450  0.093
H23 2.025 -6.052 0.594  0.091
H24 0.960 -4.818 -0.116  0.102



Relative energy table, unit hartree: run P 0.1220; run Q 0.0000



Run P
The following is a DFT calculation (ωB97M-V/def2-TZVPD) of a 2-piece molecular cluster, C3H5Cl2N overall.

Last column: Löwdin charge in e.
Element x y z (Å)
C1 -0.815 1.198 0.541  -0.074
C2 -0.302 0.185 1.157  -0.061
C3 0.148 -1.286 -0.207  -1.168
N1 0.712 -0.597 -1.283  -0.028
Cl1 -1.287 -2.035 -0.535  0.698
Cl2 1.404 -2.509 0.764  0.306
H1 -1.247 1.971 1.096  0.038
H2 -0.931 1.138 -0.559  0.067
H3 -0.221 0.118 2.200  0.049
H4 0.847 -1.072 -2.179  0.100
H5 1.568 -0.139 -1.109  0.074



Run Q
The following is a DFT calculation (ωB97M-V/def2-TZVPD) of a 2-piece molecular cluster, C3H5Cl2N overall.

Last column: Löwdin charge in e.
Element x y z (Å)
C1 0.842 -0.749 0.266  -0.875
C2 -1.302 0.678 -0.056  -0.170
C3 0.154 0.472 -0.148  -0.806
N1 0.281 -1.585 1.019  0.118
Cl1 2.553 -0.852 -0.219  0.584
Cl2 1.039 1.900 0.296  0.625
H1 -1.811 0.607 0.954  0.121
H2 -1.423 1.500 -0.696  0.048
H3 -1.808 -0.153 -0.491  0.069
H4 0.641 0.654 -2.098  0.200
H5 0.833 -2.472 1.171  0.088



Relative energy table, unit hartree: run P 0.0000; run Q 0.0403